[1]
{"formula": "C18H22FeN", "method": "wB97M-V/def2-TZVPD", "total_charge": -1, "homo_energy_ev": [-0.95, -2.81], "multiplicity": 5, "species": ["C", "C", "C", "N", "C", "C", "C", "H", "H", "H", "H", "H", "H", "H", "H", "H", "C", "C", "C", "C", "C", "C", "C", "Fe", "C", "C", "C", "C", "C", "H", "H", "H", "H", "H", "H", "H", "H", "H", "H", "H", "H", "H"], "xyz": [[-1.454790, -2.975205, -1.903634], [-0.025373, -2.622915, -1.786615], [0.483838, -1.371889, -1.203000], [1.875112, -1.560872, -1.272766], [2.226779, -2.805098, -1.741115], [3.625326, -3.171840, -2.027185], [1.045169, -3.517137, -2.007561], [-1.624691, -4.041473, -1.906265], [-2.011544, -2.573904, -1.056426], [-1.982344, -2.635357, -2.799626], [0.107742, -0.412887, -1.691176], [2.486236, -0.865716, -0.841754], [3.754919, -4.264636, -2.091864], [3.853008, -2.673534, -2.983761], [4.351265, -2.803410, -1.285759], [0.986921, -4.597494, -2.227167], [-0.042982, -1.330940, 1.526658], [-0.159233, -0.464302, 0.302724], [0.488044, 0.889993, 0.568411], [0.502730, 1.881342, -0.456079], [0.836840, 3.185719, 0.132561], [1.051804, 2.998946, 1.528933], [0.866923, 1.577211, 1.824458], [-0.747047, 2.371336, 1.010896], [-2.226722, 1.533013, 1.995518], [-2.569879, 1.700987, 0.581974], [-2.443737, 3.088843, 0.250926], [-2.023995, 3.816812, 1.416825], [-1.879692, 2.866424, 2.522302], [-0.521060, -2.308669, 1.335667], [1.035574, -1.386169, 1.857144], [-0.631313, -0.908755, 2.409855], [-1.339934, -0.321824, -0.061951], [0.374087, 1.652130, -1.503234], [0.885550, 4.121711, -0.425610], [1.316461, 3.761822, 2.235465], [1.089919, 1.108391, 2.784361], [-2.339678, 0.615244, 2.615232], [-2.991047, 0.918739, -0.041319], [-2.713724, 3.536803, -0.685080], [-1.889529, 4.892501, 1.517772], [-1.625922, 3.096046, 3.581256]], "atomic_forces_ev_per_a": [[-0.7, 0.2, 0.2], [-0.1, -0.9, 0.7], [-1.6, 3.0, 0.2], [1.1, 0.7, 0.3], [-1.0, -0.5, 0.7], [0.4, 0.1, -0.1], [0.4, 0.8, 0.4], [0.2, -0.5, 0.1], [-0.1, 0.1, 0.1], [0.2, 0.4, -0.2], [0.7, -1.2, -0.6], [-0.1, -0.6, -0.4], [-0.1, 0.5, -0.2], [0.5, -0.4, 0.1], [-0.3, 0.0, -0.1], [0.0, 0.9, -0.2], [-0.6, -0.1, 1.3], [-1.4, -0.8, -0.6], [1.3, -1.0, -0.8], [1.7, 1.0, -0.5], [1.4, -0.6, -1.5], [1.7, -1.3, -0.2], [1.8, -0.6, -0.2], [0.0, 0.2, -0.5], [-1.9, 0.4, 0.9], [-1.8, -0.2, 1.1], [-1.7, 0.5, 0.4], [-1.6, 0.3, 1.3], [-1.9, 0.0, 0.7], [0.7, 0.1, 0.1], [-1.1, -0.3, -0.4], [0.8, -0.2, -1.1], [3.2, -0.5, 1.0], [-0.3, 0.3, 0.0], [0.0, -0.3, 0.3], [0.1, 0.1, 0.2], [-0.4, 0.2, -0.3], [0.3, 0.9, -0.8], [0.2, 0.3, 0.0], [0.1, 0.0, -0.3], [0.0, -0.3, -0.2], [-0.2, -0.2, -1.1]], "mulliken_spin": [-0.013, 0.371, -0.083, 0.107, 0.336, -0.022, -0.093, 0.005, 0.011, 0.024, 0.110, -0.017, 0.002, 0.028, 0.015, 0.000, 0.009, 0.250, -0.137, 0.067, 0.060, 0.086, -0.046, 2.692, 0.075, 0.131, -0.034, 0.032, -0.030, 0.004, -0.004, 0.005, 0.024, 0.016, 0.005, 0.014, 0.007, -0.021, -0.005, 0.010, 0.003, 0.005]}

[2]
{"formula": "C35H43ClN2Si2Sn", "method": "wB97M-V/def2-TZVPD", "total_charge": 0, "relative_energy_kcal_mol": 100.2, "homo_energy_ev": [-7.26, -5.53], "species": ["C", "C", "C", "H", "C", "C", "H", "H", "H", "H", "Sn", "Si", "C", "C", "H", "C", "H", "C", "H", "C", "H", "C", "H", "C", "C", "H", "C", "H", "C", "H", "C", "H", "C", "H", "H", "Si", "C", "C", "H", "C", "H", "C", "H", "C", "H", "C", "H", "C", "C", "H", "C", "H", "C", "H", "C", "H", "C", "H", "H", "Cl", "C", "N", "C", "C", "C", "N", "C", "C", "H", "H", "H", "H", "H", "H", "H", "H", "H", "H", "H", "H", "H", "H", "H", "H"], "xyz": [[0.215469, 2.323787, 0.691048], [0.976071, 2.312700, -0.523450], [0.050897, 2.448434, -1.618841], [2.066629, 2.297606, -0.603271], [-1.258583, 2.540792, -1.066811], [-1.159870, 2.458562, 0.346812], [-1.982650, 2.572215, 1.055056], [0.634344, 2.341865, 1.701955], [0.318247, 2.519237, -2.675160], [-2.172874, 2.718443, -1.639155], [-0.100479, -0.230293, -0.709285], [-0.483720, -1.086800, -7.234054], [0.484224, -2.613710, -7.955953], [-0.103043, -3.886823, -8.098533], [-1.153097, -4.051306, -7.871816], [0.663166, -5.000652, -8.466433], [0.206933, -5.991469, -8.552273], [2.033460, -4.851524, -8.727965], [2.649016, -5.723892, -8.998425], [2.615691, -3.577349, -8.639156], [3.685450, -3.459957, -8.853826], [1.839992, -2.472125, -8.285974], [2.313317, -1.493550, -8.216048], [-2.153250, -1.411888, -8.035133], [-2.196030, -1.520905, -9.437260], [-1.291089, -1.455677, -10.034121], [-3.402551, -1.761642, -10.095532], [-3.450579, -1.788539, -11.190424], [-4.580419, -1.991939, -9.366998], [-5.544237, -2.135075, -9.876048], [-4.517151, -2.035006, -7.971054], [-5.403472, -2.291065, -7.383951], [-3.315609, -1.747777, -7.321360], [-3.295267, -1.836585, -6.248745], [0.303984, 0.164551, -7.393373], [-1.062185, -3.354616, -4.502273], [-1.869788, -1.496101, -4.512206], [-1.471903, -0.251133, -5.086564], [-0.459760, -0.060383, -5.633917], [-1.989839, 0.985452, -4.660523], [-1.534802, 1.940820, -4.995219], [-3.090262, 0.954303, -3.804984], [-3.575510, 1.906649, -3.521448], [-3.613944, -0.262148, -3.324196], [-4.457609, -0.283650, -2.617844], [-2.998216, -1.462698, -3.697619], [-3.343651, -2.401977, -3.240889], [0.732254, -2.617540, -4.537881], [1.082171, -1.313549, -4.155278], [0.332951, -0.519689, -3.981444], [2.398500, -0.886908, -3.965868], [2.601744, 0.132020, -3.600470], [3.408974, -1.827655, -4.204210], [4.455066, -1.556380, -3.969135], [3.112851, -3.103665, -4.717816], [3.912894, -3.829360, -4.928619], [1.776602, -3.472184, -4.895785], [1.560508, -4.472702, -5.311075], [-1.269013, -4.100940, -3.322139], [-0.752943, -2.594298, -1.318065], [2.357634, -2.535697, -0.716099], [1.585429, -1.768406, 0.273673], [2.382688, -0.680170, 0.866855], [1.084667, -2.693332, 1.322116], [0.059701, -2.067261, 2.244509], [-1.130770, -1.551779, 1.525156], [-2.109367, -2.655924, 1.351909], [-1.775523, -0.452970, 2.240014], [2.702008, -1.900431, -1.536964], [3.224368, -2.994649, -0.210374], [1.730784, -3.325232, -1.143141], [3.204149, -1.096275, 1.469678], [2.786589, -0.040476, 0.063818], [1.747089, -0.053250, 1.506294], [0.667427, -3.591134, 0.833995], [1.962363, -2.999092, 1.917088], [-0.289357, -2.854222, 2.931762], [0.527471, -1.265899, 2.839637], [-2.442826, -2.999063, 2.344389], [-2.981090, -2.304399, 0.777569], [-1.660073, -3.482755, 0.811768], [-1.069717, 0.368478, 2.390607], [-2.632893, -0.091202, 1.658704], [-2.132571, -0.806358, 3.227476]], "atomic_forces_ev_per_a": [[0.2, -0.1, -0.6], [-0.7, 0.4, -0.2], [0.2, 0.2, 0.9], [-0.4, 0.0, 0.0], [0.5, -0.1, -0.2], [0.4, -0.2, -0.3], [0.3, -0.1, -0.3], [-0.2, -0.1, -0.4], [-0.1, 0.0, 0.4], [0.4, -0.2, 0.3], [-1.0, -0.1, 0.4], [0.7, -3.1, -1.6], [0.0, 0.9, -0.3], [0.5, -0.3, 0.2], [0.0, 0.2, 0.0], [0.3, 0.3, 0.0], [0.1, 0.4, 0.0], [0.1, 0.2, 0.1], [-0.4, 0.5, 0.1], [0.0, -0.4, -0.2], [-0.5, 0.0, 0.1], [0.1, -0.4, 0.3], [-0.1, -0.1, 0.0], [-0.4, 0.1, -0.2], [-0.6, 0.1, 0.0], [0.0, 0.3, 0.1], [-0.4, -0.2, 0.0], [0.2, 0.0, 0.4], [0.1, 0.1, 0.1], [0.6, 0.0, 0.2], [0.1, 0.0, -0.4], [0.3, 0.1, -0.2], [-0.1, 0.1, -0.5], [0.0, 0.3, 0.0], [-0.2, 0.0, -0.5], [1.4, 4.2, -2.2], [-0.5, -0.7, 0.0], [1.6, 0.9, 1.0], [-1.9, -0.6, 1.3], [-0.5, -0.8, -0.3], [-0.5, -0.8, 0.2], [-0.9, 0.3, 0.4], [0.4, -0.7, 0.0], [0.3, 0.5, -0.3], [0.4, 0.2, -0.5], [-0.2, 0.3, 0.7], [0.0, 0.5, -0.2], [-0.1, -0.9, -0.1], [-0.1, 1.2, 0.7], [0.5, -1.0, 0.3], [-0.1, -1.0, -0.3], [0.0, -0.6, -0.3], [0.8, 0.0, 0.0], [-0.6, -0.2, -0.3], [0.0, 0.4, 0.3], [-0.4, 0.5, 0.1], [0.5, -0.5, 0.0], [0.1, 0.5, 0.3], [-0.5, -0.8, 1.0], [-0.4, -0.3, -0.9], [0.2, -0.1, 0.2], [0.0, 0.3, 0.3], [0.3, -0.3, 0.0], [0.3, 0.0, -0.4], [-0.5, 0.2, 0.1], [0.1, -0.1, 0.0], [0.0, 0.6, 0.1], [-0.1, -0.3, 0.5], [-0.1, 0.0, 0.2], [0.0, 0.1, -0.2], [0.1, 0.3, 0.1], [0.0, 0.2, -0.1], [-0.1, -0.3, 0.4], [0.2, -0.1, -0.2], [0.2, 0.5, 0.1], [-0.2, -0.1, 0.0], [0.3, 0.2, 0.2], [-0.3, -0.2, -0.2], [0.0, 0.1, -0.1], [0.4, -0.1, 0.2], [0.0, 0.0, 0.0], [-0.1, -0.1, -0.1], [0.2, 0.0, 0.1], [0.0, 0.2, -0.2]], "lowdin_charge": [-0.243, -0.295, -0.274, 0.087, -0.216, -0.202, 0.093, 0.093, 0.085, 0.080, 1.221, 0.820, -0.322, -0.129, 0.090, -0.097, 0.100, -0.105, 0.100, -0.103, 0.101, -0.131, 0.092, -0.301, -0.112, 0.101, -0.089, 0.103, -0.092, 0.103, -0.083, 0.103, -0.097, 0.059, -0.001, 0.866, -0.360, -0.257, 0.013, -0.068, 0.125, -0.100, 0.105, -0.069, 0.109, -0.184, 0.091, -0.362, -0.173, 0.068, -0.101, 0.111, -0.110, 0.105, -0.082, 0.107, -0.134, 0.104, -0.127, 0.091, -0.114, -0.431, -0.130, -0.213, -0.194, -0.349, -0.150, -0.123, 0.069, 0.100, 0.053, 0.099, 0.084, 0.063, 0.103, 0.129, 0.126, 0.120, 0.090, 0.089, 0.022, 0.067, 0.090, 0.094]}

[3]
{"formula": "C33H31BN21ORe", "method": "wB97M-V/def2-TZVPD", "total_charge": 0, "relative_energy_kcal_mol": 24.7, "homo_energy_ev": -8.06, "species": ["Re", "C", "C", "N", "N", "C", "B", "N", "C", "C", "C", "N", "N", "C", "C", "C", "N", "N", "C", "C", "C", "N", "H", "H", "H", "H", "H", "H", "H", "H", "H", "H", "H", "H", "N", "C", "N", "N", "N", "N", "C", "N", "N", "N", "N", "H", "C", "C", "C", "C", "C", "N", "C", "O", "N", "C", "C", "C", "C", "N", "C", "C", "C", "H", "H", "H", "H", "H", "H", "H", "H", "H", "H", "H", "H", "H", "N", "C", "C", "C", "C", "C", "C", "H", "H", "H", "H", "H"], "xyz": [[-0.581888, -1.013380, 0.108268], [-4.705436, -1.121887, 1.513219], [-3.334021, -1.307298, 1.664634], [-2.709288, -0.947626, 0.549864], [-3.644052, -0.532600, -0.335829], [-4.860364, -0.623280, 0.234725], [-3.171642, 0.068415, -1.688980], [-2.253238, 1.246541, -1.271966], [-2.540730, 2.558595, -1.279934], [-1.704413, 3.196214, -0.384665], [-0.923822, 2.176652, 0.152454], [-1.249936, 1.013818, -0.399132], [-2.316977, -0.980721, -2.434910], [-2.444991, -1.448588, -3.687549], [-1.420276, -2.341590, -3.927178], [-0.680877, -2.363134, -2.746453], [-1.234395, -1.540785, -1.858401], [-4.279795, 0.556827, -2.595284], [-4.080180, 1.231179, -3.761485], [-5.292161, 1.369049, -4.385625], [-6.198468, 0.734468, -3.515845], [-5.585609, 0.253509, -2.452566], [-5.476736, -1.321257, 2.234128], [-2.772441, -1.676999, 2.505264], [-5.734941, -0.333457, -0.315256], [-3.323168, 2.949730, -1.905570], [-1.677205, 4.244242, -0.147094], [-0.189065, 2.229420, 0.935614], [-3.242262, -1.118516, -4.329715], [-1.245332, -2.897167, -4.830097], [0.215439, -2.904541, -2.504813], [-3.095504, 1.556894, -4.055384], [-5.506152, 1.842518, -5.326926], [-7.262078, 0.606754, -3.627297], [2.511930, -0.430154, 1.666311], [1.382618, -0.004284, 2.305347], [1.365245, 0.719990, 3.407307], [0.065507, 0.908713, 3.682175], [-0.679345, 0.353941, 2.804409], [0.120575, -0.252983, 1.888717], [2.528175, -0.850792, 0.368466], [3.619239, -1.089860, -0.331598], [3.177571, -1.469088, -1.539556], [1.901495, -1.464031, -1.586151], [1.427008, -1.064985, -0.381875], [3.393834, -0.286957, 2.131295], [-0.325916, 7.173282, 5.781860], [0.495664, 6.480015, 4.729527], [-0.111004, 5.829389, 3.661294], [0.646585, 5.230839, 2.670994], [2.037201, 5.259800, 2.728918], [2.739254, 4.646421, 1.675724], [4.061979, 4.314195, 1.617732], [4.914250, 4.680065, 2.400189], [4.428582, 3.543490, 0.513153], [3.664162, 2.829465, -0.414379], [4.157294, 2.607263, -1.700451], [3.375385, 1.939420, -2.620785], [2.109367, 1.513544, -2.243130], [1.650124, 1.656554, -1.006970], [2.417983, 2.275368, -0.114848], [2.658615, 5.893178, 3.801134], [1.885888, 6.495877, 4.780202], [-1.357768, 6.825689, 5.766617], [-0.332763, 8.251363, 5.605230], [0.092460, 7.008219, 6.774440], [-1.191703, 5.783271, 3.603417], [0.153845, 4.736504, 1.840588], [2.166493, 4.370540, 0.897179], [5.425836, 3.528040, 0.373140], [5.143530, 2.970071, -1.962404], [3.733742, 1.744915, -3.621533], [1.457198, 1.001117, -2.940141], [2.045169, 2.293721, 0.904276], [3.735279, 5.913155, 3.851131], [2.379950, 6.995753, 5.604717], [-0.574768, -2.754621, 0.519448], [-0.783556, -4.073325, 0.394326], [-2.089761, -4.588213, 0.236889], [-2.288948, -5.939644, 0.056474], [-1.214729, -6.821011, 0.045391], [0.073525, -6.328661, 0.219864], [0.297156, -4.979819, 0.391946], [-2.918653, -3.892078, 0.236586], [-3.297553, -6.307258, -0.080965], [-1.374144, -7.880265, -0.100391], [0.918125, -7.005015, 0.213177], [1.298465, -4.584624, 0.503129]], "atomic_forces_ev_per_a": [[0.0, -4.9, 1.5], [0.0, 0.0, 0.0], [-0.1, 0.0, -0.1], [0.3, 0.0, 0.2], [-0.4, -0.1, -0.1], [0.1, -0.1, 0.2], [0.0, -0.2, 0.4], [-0.1, 0.3, -0.4], [0.1, -0.1, 0.2], [0.0, -0.1, 0.0], [-0.1, 0.2, 0.1], [0.2, -0.3, 0.0], [-0.2, 0.0, -0.2], [0.1, -0.1, 0.1], [-0.1, 0.0, 0.1], [-0.1, -0.1, -0.2], [0.3, 0.5, 0.1], [0.2, 0.2, -0.3], [0.0, 0.1, 0.0], [0.0, 0.0, 0.0], [0.1, 0.0, 0.0], [-0.2, -0.3, 0.2], [0.0, 0.0, 0.0], [0.1, 0.1, 0.0], [0.0, 0.0, 0.0], [-0.1, 0.0, 0.0], [0.0, 0.0, 0.0], [0.1, 0.0, -0.1], [-0.1, 0.0, 0.0], [0.0, 0.0, 0.0], [0.0, 0.0, 0.0], [0.0, 0.0, 0.0], [0.1, 0.1, 0.0], [0.0, 0.0, 0.0], [0.0, -0.1, 0.2], [-0.6, 0.3, 0.1], [0.6, -0.2, -0.2], [-0.4, 0.0, 0.0], [-0.2, 0.1, 0.2], [0.2, 0.3, -0.4], [-0.2, -0.2, -0.7], [0.1, 0.2, 0.6], [-0.1, -0.2, -0.2], [-0.1, 0.0, -0.2], [0.2, 0.4, 0.4], [0.0, 0.1, -0.1], [0.1, 0.1, -0.1], [0.0, 0.0, 0.0], [0.1, 0.0, 0.0], [0.1, 0.0, 0.0], [0.0, 0.1, 0.2], [0.0, -0.1, -0.1], [0.1, 0.1, -0.1], [0.0, 0.0, 0.0], [0.1, -0.1, 0.0], [-0.3, -0.1, -0.1], [0.0, 0.1, 0.0], [0.0, 0.0, 0.0], [0.0, 0.0, 0.0], [0.2, 0.3, -0.1], [0.2, 0.0, 0.0], [0.1, 0.0, -0.1], [-0.1, -0.1, -0.1], [0.0, 0.0, 0.1], [0.0, 0.0, 0.0], [-0.1, 0.0, 0.0], [0.0, 0.0, 0.0], [0.0, -0.1, 0.0], [0.0, 0.0, 0.0], [0.0, 0.0, 0.1], [0.0, 0.0, 0.0], [0.0, 0.0, 0.0], [0.0, 0.0, 0.0], [0.0, 0.1, 0.0], [0.0, 0.0, 0.0], [0.0, 0.0, 0.0], [0.1, 4.6, -1.3], [-0.6, -2.0, 0.1], [0.4, 0.6, 0.0], [-0.1, -0.2, 0.0], [0.1, 0.2, 0.0], [0.0, -0.2, -0.1], [-0.1, 0.7, 0.0], [0.0, 0.0, 0.0], [0.0, 0.0, 0.0], [0.0, 0.0, 0.0], [0.0, 0.0, 0.0], [0.0, 0.0, 0.0]], "lowdin_charge": [1.596, -0.037, -0.133, -0.107, 0.043, -0.046, -0.643, 0.028, -0.035, -0.018, -0.140, -0.088, 0.031, -0.043, -0.026, -0.120, -0.090, -0.017, -0.119, -0.058, -0.143, 0.071, 0.098, 0.110, 0.099, 0.125, 0.100, 0.085, 0.123, 0.101, 0.094, 0.130, 0.094, 0.103, 0.164, -0.461, 0.050, -0.061, -0.058, -0.158, -0.466, 0.058, -0.054, -0.063, -0.157, 0.155, -0.056, -0.285, -0.046, -0.025, -0.216, 0.141, -0.508, 0.072, 0.137, -0.215, -0.003, -0.050, -0.160, 0.059, -0.118, -0.002, -0.037, 0.073, 0.081, 0.077, 0.110, 0.093, 0.114, 0.148, 0.118, 0.108, 0.103, 0.097, 0.100, 0.114, -0.069, -0.349, -0.015, -0.079, -0.074, -0.079, -0.014, 0.105, 0.107, 0.105, 0.108, 0.116]}